(1)
Here is a cluster of 2 separate species, C3H7NO in total in a non-equilibrium geometry from OMol25. Energies are from the ωB97M-V functional and the def2-TZVPD basis.

## Properties
**ΔE to the lowest compared entry with this formula, charge and spin**: 1.934 eV
**Molecular weight**: 73.1 g/mol
**Total charge**: 0
**Calculated total energy**: -6760.816 eV
**SMILES**: [H]/N=C/C=C.O
**E_HOMO**: -0.3679 hartree
**Orbital gap**: 10.3 eV

CARTESIAN COORDINATES (ANGSTROEM)
O1 -0.075 -1.398 2.124
N1 -1.005 1.627 0.015
C1 0.150 -0.241 -1.067
C2 1.385 0.242 -0.878
C3 -1.025 0.437 -0.480
H1 0.593 -1.707 1.493
H2 0.110 -0.446 2.189
H3 -1.944 1.877 0.346
H4 -1.959 -0.152 -0.488
H5 -0.034 -1.141 -1.639
H6 1.556 1.151 -0.307
H7 2.249 -0.251 -1.309

(2)
Here is a structure of composition C3H7NO from OMol25. Energies are from the ωB97M-V functional and the def2-TZVPD basis.

## Properties
**ΔE to the lowest compared entry with this formula, charge and spin**: 3.888 eV
**Molecular weight**: 73.1 g/mol
**Total charge**: 0
**Calculated total energy**: -6758.863 eV
**E_HOMO**: -0.2992 hartree
**Orbital gap**: 8.7 eV

CARTESIAN COORDINATES (ANGSTROEM)
O1 -1.374 -0.424 1.664
N1 -0.191 1.172 0.343
C1 -1.010 -0.131 0.526
C2 0.399 -1.144 -0.240
C3 0.946 0.030 -0.802
H1 0.360 1.309 1.188
H2 0.935 -1.605 0.582
H3 0.630 0.366 -1.782
H4 -0.110 -1.843 -0.891
H5 -0.782 1.998 0.230
H6 -1.698 -0.169 -0.339
H7 1.894 0.440 -0.480

(3)
Here is a cluster of 2 separate species, C3H7NO in total from OMol25. Energies are from the ωB97M-V functional and the def2-TZVPD basis.

## Properties
**ΔE to the lowest compared entry with this formula, charge and spin**: 0.956 eV
**Molecular weight**: 73.1 g/mol
**Total charge**: 0
**Calculated total energy**: -6761.795 eV
**SMILES**: CN=C=O.C
**E_HOMO**: -0.3825 hartree
**Orbital gap**: 11.2 eV

CARTESIAN COORDINATES (ANGSTROEM)
O1 -1.182 1.783 -1.390
N1 -0.091 -0.326 -1.468
C1 -0.806 0.366 1.850
C2 -0.592 0.766 -1.422
C3 1.217 -0.895 -1.274
H1 1.260 -1.424 -0.316
H2 -1.159 1.265 2.358
H3 -0.059 -0.142 2.464
H4 1.415 -1.614 -2.072
H5 -0.353 0.653 0.902
H6 1.996 -0.127 -1.288
H7 -1.647 -0.304 1.657

(4)
Here is a structure of composition C3H7NO from OMol25. Energies are from the ωB97M-V functional and the def2-TZVPD basis.

## Properties
**ΔE to the lowest compared entry with this formula, charge and spin**: 5.117 eV
**Molecular weight**: 73.1 g/mol
**Total charge**: 0
**Calculated total energy**: -6757.634 eV
**E_HOMO**: -0.3380 hartree
**Orbital gap**: 9.8 eV

CARTESIAN COORDINATES (ANGSTROEM)
O1 -0.949 -1.023 -0.365
N1 1.023 0.317 -0.406
C1 0.327 -0.775 0.008
C2 1.588 0.612 0.792
C3 -1.687 0.089 -0.855
H1 0.882 -1.712 0.029
H2 -1.482 0.987 -0.264
H3 2.632 0.952 0.822
H4 -1.432 0.293 -1.899
H5 0.979 1.055 1.580
H6 -2.741 -0.182 -0.777
H7 0.860 -0.614 1.336

(5)
Here is an isolated molecule of C3H7NO in a non-equilibrium geometry from OMol25. Energies are from the ωB97M-V functional and the def2-TZVPD basis.

## Properties
**ΔE to the lowest compared entry with this formula, charge and spin**: 1.757 eV
**Molecular weight**: 73.1 g/mol
**Total charge**: 0
**Calculated total energy**: -6760.994 eV
**SMILES**: CCC(N)=O
**E_HOMO**: -0.3552 hartree
**Orbital gap**: 10.5 eV

CARTESIAN COORDINATES (ANGSTROEM)
O1 1.046 1.691 0.017
N1 1.946 -0.398 -0.008
C1 -0.408 -0.384 -0.013
C2 0.955 0.465 -0.007
C3 -1.604 0.408 -0.047
H1 -2.428 -0.312 0.287
H2 -1.868 0.898 -0.985
H3 -0.705 -0.833 1.075
H4 -0.304 -1.090 -0.856
H5 1.693 -1.362 -0.003
H6 3.067 -0.170 -0.100
H7 -1.390 1.086 0.640

(6)
Here is an isolated molecule of C3H7NO from OMol25. Energies are from the ωB97M-V functional and the def2-TZVPD basis.

## Properties
**ΔE to the lowest compared entry with this formula, charge and spin**: 2.771 eV
**Molecular weight**: 73.1 g/mol
**Total charge**: 0
**Calculated total energy**: -6759.980 eV
**SMILES**: C/N=C/OC
**E_HOMO**: -0.3251 hartree
**Orbital gap**: 9.9 eV

CARTESIAN COORDINATES (ANGSTROEM)
O1 -0.807 -0.986 -0.670
N1 0.757 0.640 -0.182
C1 1.533 0.452 1.062
C2 0.421 -0.551 -0.453
C3 -1.822 -0.008 -0.846
H1 -1.887 0.119 -1.922
H2 1.221 -0.470 1.585
H3 -1.588 0.946 -0.368
H4 -2.739 -0.439 -0.444
H5 1.106 -1.406 -0.427
H6 1.185 1.265 1.694
H7 2.620 0.437 0.971

(7)
Here is an isolated molecule of C3H7NO in a non-equilibrium geometry from OMol25. Energies are from the ωB97M-V functional and the def2-TZVPD basis.

## Properties
**ΔE to the lowest compared entry with this formula, charge and spin**: 1.214 eV
**Molecular weight**: 73.1 g/mol
**Total charge**: 0
**Calculated total energy**: -6761.537 eV
**SMILES**: CCNC=O
**E_HOMO**: -0.3454 hartree
**Orbital gap**: 10.3 eV

CARTESIAN COORDINATES (ANGSTROEM)
O1 -3.038 -0.491 -0.036
N1 -0.737 -0.221 0.056
C1 0.408 0.480 -0.003
C2 -2.062 0.270 0.016
C3 1.566 -0.482 -0.058
H1 -2.070 1.326 -0.149
H2 1.800 -0.874 0.939
H3 2.530 0.033 -0.226
H4 0.353 1.318 -0.764
H5 0.520 1.072 0.899
H6 -0.712 -1.194 0.186
H7 1.443 -1.237 -0.859

(8)
Here is a structure of composition C3H7NO in a non-equilibrium geometry from OMol25. Energies are from the ωB97M-V functional and the def2-TZVPD basis.

## Properties
**ΔE to the lowest compared entry with this formula, charge and spin**: 2.332 eV
**Molecular weight**: 73.1 g/mol
**Total charge**: 0
**Calculated total energy**: -6760.419 eV
**E_HOMO**: -0.3531 hartree
**Orbital gap**: 10.4 eV

CARTESIAN COORDINATES (ANGSTROEM)
O1 2.236 0.641 -0.104
N1 0.275 -0.531 1.460
C1 -0.009 -0.160 0.104
C2 -1.397 0.140 -0.356
C3 1.097 0.620 -0.520
H1 0.528 -1.515 1.474
H2 0.836 1.048 -1.485
H3 -1.458 0.006 -1.441
H4 0.619 -0.712 -0.714
H5 -1.786 1.118 -0.113
H6 -2.085 -0.614 0.013
H7 1.143 -0.042 1.682

(9)
Here is an isolated molecule of C3H7NO in a non-equilibrium geometry from OMol25. Energies are from the ωB97M-V functional and the def2-TZVPD basis.

## Properties
**ΔE to the lowest compared entry with this formula, charge and spin**: 4.468 eV
**Molecular weight**: 73.1 g/mol
**Total charge**: 0
**Calculated total energy**: -6758.282 eV
**E_HOMO (alpha / beta)**: -0.2632 / -0.2631 hartree
**Orbital gap (alpha / beta)**: 7.4 / 7.4 eV

CARTESIAN COORDINATES (ANGSTROEM)
O1 0.326 -1.163 -1.250
N1 -0.963 0.366 0.340
C1 1.689 0.225 0.285
C2 -1.998 -0.370 0.202
C3 0.479 -0.032 -0.592
H1 -2.936 -0.122 0.686
H2 1.575 1.136 0.872
H3 1.888 -0.622 0.949
H4 -1.909 -1.228 -0.453
H5 2.561 0.354 -0.363
H6 -1.071 1.161 0.968
H7 0.360 0.294 -1.644

(10)
Here is a cluster of 2 separate species, C3H7NO in total in a non-equilibrium geometry from OMol25. Energies are from the ωB97M-V functional and the def2-TZVPD basis.

## Properties
**ΔE to the lowest compared entry with this formula, charge and spin**: 1.551 eV
**Molecular weight**: 73.1 g/mol
**Total charge**: 0
**Calculated total energy**: -6761.199 eV
**E_HOMO**: -0.3245 hartree
**Orbital gap**: 9.9 eV

CARTESIAN COORDINATES (ANGSTROEM)
O1 0.739 -2.074 -0.996
N1 -0.221 -0.053 0.778
C1 -1.310 0.097 -0.166
C2 0.966 0.766 0.608
C3 1.039 -2.102 0.108
H1 1.638 0.582 1.454
H2 -0.991 -0.234 -1.164
H3 -2.134 -0.562 0.135
H4 -1.710 1.120 -0.251
H5 -0.548 -0.024 1.733
H6 1.519 0.471 -0.294
H7 0.775 1.849 0.541

(11)
Here is a cluster of 3 separate species, C3H7NO in total in a non-equilibrium geometry from OMol25. Energies are from the ωB97M-V functional and the def2-TZVPD basis.

## Properties
**ΔE to the lowest compared entry with this formula, charge and spin**: 10.003 eV
**Molecular weight**: 73.1 g/mol
**Total charge**: 0
**Calculated total energy**: -6752.747 eV
**E_HOMO**: -0.3405 hartree
**Orbital gap**: 6.5 eV

CARTESIAN COORDINATES (ANGSTROEM)
O1 1.233 0.140 0.703
N1 0.712 -0.095 -1.680
C1 0.510 -0.134 -0.339
C2 -0.722 0.692 0.073
C3 -1.520 -0.394 1.069
H1 -2.501 -0.041 1.104
H2 -0.826 -0.814 2.449
H3 -1.665 -1.377 0.715
H4 0.246 -1.869 -0.791
H5 1.783 0.025 -1.770
H6 -0.140 1.673 0.406
H7 -1.354 0.969 -0.800

(12)
Here is an isolated molecule of C3H7NO in a non-equilibrium geometry from OMol25. Energies are from the ωB97M-V functional and the def2-TZVPD basis.

## Properties
**ΔE to the lowest compared entry with this formula, charge and spin**: 2.570 eV
**Molecular weight**: 73.1 g/mol
**Total charge**: 0
**Calculated total energy**: -6760.180 eV
**SMILES**: C=N[C@@H](C)O
**E_HOMO**: -0.3373 hartree
**Orbital gap**: 10.2 eV

CARTESIAN COORDINATES (ANGSTROEM)
O1 -0.732 1.266 -0.373
N1 1.169 -0.312 -0.303
C1 -1.082 -1.055 0.289
C2 1.853 0.604 0.150
C3 -0.421 -0.038 -0.557
H1 -1.911 -1.398 -0.214
H2 -1.356 -0.469 1.257
H3 -0.428 -1.900 0.467
H4 -0.869 1.307 0.538
H5 2.941 0.621 0.213
H6 -0.469 -0.308 -1.642
H7 1.305 1.682 0.175